(1)
Molecular formula: C52H74N13O5S2
Method: DFT, the ωB97M-V functional and the def2-TZVPD basis

Structure (XYZ):
```
146
Properties=species:S:1:pos:R:3
S 5.849 5.226 0.830
S 3.192 5.484 0.087
O 5.706 4.416 2.029
O 7.872 1.743 -1.313
O 6.159 6.623 1.071
O 2.888 5.626 1.495
O 2.786 6.582 -0.767
N -6.924 -8.928 0.499
N 2.882 1.078 -0.056
N 3.604 -1.068 3.216
N -0.564 4.450 5.659
N 1.131 -2.599 -3.083
N -2.030 6.514 3.349
N 0.248 -4.846 1.171
N -3.454 -4.760 0.230
N -6.806 -2.282 -4.418
N -5.305 3.899 -4.343
N -7.667 -5.766 0.103
N 9.140 4.294 5.007
N 4.681 5.012 -0.227
C -5.725 -8.769 1.134
C 1.714 -0.530 4.225
C -5.132 -10.000 1.235
C 7.006 3.976 -1.449
C 1.000 -4.449 0.097
C -6.899 -0.086 -4.195
C 8.121 3.026 -1.865
C 2.244 4.071 -0.481
C -6.137 -1.192 -3.933
C 2.675 0.475 4.506
C -3.430 8.167 2.892
C 9.388 3.029 3.217
C 10.570 2.940 4.005
C 8.523 3.872 3.863
C -7.987 -1.886 -4.984
C 2.870 -3.853 -3.631
C 1.049 -5.465 2.097
C -8.075 -0.525 -4.862
C 7.266 4.550 -0.058
C 10.386 3.734 5.106
C -3.245 6.811 2.800
C -5.595 3.422 -5.593
C -9.865 -5.740 -0.158
C 2.718 3.435 -1.774
C -0.083 2.849 4.208
C -9.268 -6.224 -1.355
C -3.145 -5.620 -0.791
C -2.275 8.706 3.521
C 0.820 3.928 4.012
C -7.109 -10.246 0.194
C 2.616 0.914 -1.477
C 0.688 -3.477 -4.034
C 2.457 -2.821 -2.831
C -8.851 -5.464 0.720
C -4.656 -4.113 -1.509
C 2.297 -4.810 0.340
C 2.328 -5.460 1.608
C -7.912 -6.226 -1.163
C -0.924 3.199 5.235
C -4.371 -3.836 -0.200
C -4.211 5.186 -5.769
C 1.744 -4.273 -4.393
C 0.498 4.900 4.919
C -4.931 4.202 -6.501
C 8.592 0.688 -1.908
C 1.960 2.144 -2.090
C -1.432 7.660 3.789
C 3.832 0.123 3.864
C 2.312 -1.473 3.430
C -3.879 -5.245 -1.884
C -4.462 4.972 -4.441
C -6.013 -10.940 0.637
H 6.929 4.776 -2.187
H 9.192 0.174 -1.152
H 1.932 -2.388 3.004
H -5.392 -7.797 1.460
H 9.269 1.049 -2.688
H 2.022 1.284 0.444
H 3.563 0.743 -1.999
H -0.460 7.633 4.249
H 8.200 2.968 -2.957
H 0.562 -3.943 -0.746
H 11.029 3.947 5.943
H -8.660 -2.601 -5.424
H -10.916 -5.607 0.034
H -0.739 -4.703 1.259
H -3.579 5.960 -6.171
H 2.527 1.359 5.105
H -5.656 3.520 -3.483
H -3.858 -5.729 -2.847
H 2.532 4.155 -2.577
H 4.281 -1.563 2.665
H -8.000 -10.578 -0.312
H -7.569 -8.186 0.287
H 0.694 -0.561 4.575
H -4.954 4.079 -7.570
H -1.630 5.592 3.424
H 1.716 -5.064 -5.123
H 6.068 3.425 -1.439
H -9.777 -6.532 -2.253
H -3.872 6.038 2.389
H -5.859 -12.002 0.542
H 0.645 -5.850 3.018
H -2.434 -6.417 -0.655
H -6.483 -3.230 -4.365
H -1.742 2.669 5.695
H 3.225 0.215 0.340
H 7.635 3.745 0.580
H -4.292 8.710 2.542
H -2.082 9.742 3.744
H 8.017 5.338 -0.074
H -6.640 0.927 -3.936
H 3.191 -5.872 2.103
H 4.788 0.615 3.811
H 1.613 3.996 3.294
H 11.453 2.361 3.789
H 7.896 -0.032 -2.348
H 1.932 2.006 -3.173
H -4.738 -3.067 0.458
H -0.334 -3.461 -4.372
H -8.889 0.087 -5.212
H 3.866 -4.262 -3.667
H -0.106 1.919 3.664
H -3.073 -4.797 1.157
H -6.241 2.571 -5.730
H 0.575 -1.890 -2.641
H 9.081 3.403 -1.477
H 2.206 3.356 0.336
H 0.931 2.240 -1.723
H -8.872 -5.082 1.727
H -4.175 -10.204 1.686
H -4.111 5.487 -3.563
H 7.530 4.205 3.598
H -5.347 -3.566 -2.128
H 2.985 -2.228 -2.104
H -5.181 -1.293 -3.448
H 9.193 2.531 2.281
H -7.101 -6.512 -1.812
H 3.792 3.261 -1.748
H 1.240 4.476 -0.639
H 0.932 5.869 5.094
H -6.753 -5.659 0.506
H 3.127 -4.630 -0.321
H -1.011 4.963 6.396
H 1.978 0.035 -1.681
H 8.735 4.927 5.671
```

- frontier orbital gap (eV) = 6.5158
- E (eV) = -106401.56131
- molecular weight (g mol⁻¹) = 1025.38
- lowest unoccupied orbital energy (eV) = 1.1
- net charge = -1
- maximum force (hartree/bohr) = 0.0092

(2)
Molecular formula: C52H76BIrN7O2Se
Method: DFT, the ωB97M-V functional and the def2-TZVPD basis

Structure (XYZ):
```
140
Properties=species:S:1:pos:R:3
Ir -0.681 0.239 -0.669
Se -2.864 -0.332 0.030
O -0.862 1.762 0.767
O 2.075 -0.180 1.858
N 1.495 0.298 -1.029
N -0.872 -1.227 -2.084
N 0.641 -2.434 0.342
N 0.002 -2.237 -2.067
N 0.082 -1.292 1.026
N 1.985 -0.960 -1.203
N -1.027 1.560 -2.161
C 2.548 1.131 -1.047
C -1.478 -2.713 -3.620
C -0.573 2.782 -3.996
C -4.144 0.966 2.173
C -2.188 3.010 2.334
C -0.518 -3.429 4.239
C 3.245 -2.299 4.098
C -3.082 2.881 -1.316
C -4.287 -1.475 -3.174
C 0.143 3.847 2.834
C 0.911 0.639 4.628
C -0.235 1.641 -3.306
C 1.125 -3.459 1.129
C -1.912 2.628 -2.204
C 2.313 -4.434 4.942
C -1.956 1.888 1.461
C 1.164 -3.665 2.449
C -3.441 -5.018 3.072
C 1.276 3.365 -0.940
C 0.305 -1.392 3.231
C -0.718 -1.756 2.159
C -4.309 1.970 3.087
C -3.006 0.929 1.356
C -4.078 -2.863 4.170
C -5.628 0.674 4.769
C -3.007 -0.648 -3.332
C -0.088 -0.497 4.425
C -5.538 1.996 3.994
C -1.806 -1.493 -3.014
C 3.427 3.172 -2.173
C 2.599 2.637 -0.998
C -2.856 -4.614 5.457
C 0.763 0.654 -3.844
C -1.259 4.228 2.347
C 1.739 -2.338 6.077
C -3.325 2.988 3.107
C -0.329 -3.144 -2.991
C 1.987 -2.946 4.685
C -2.915 -0.077 -4.748
C -6.797 2.168 3.131
C 0.779 -2.829 3.658
C 3.725 0.378 -1.158
C 3.320 -0.926 -1.255
C -1.632 3.398 -3.309
C -1.760 5.328 3.289
C -1.699 -3.329 3.614
C -1.225 4.831 0.934
C -1.493 0.072 4.313
C -1.674 -2.654 2.297
C 1.084 -0.789 2.052
C -3.000 -3.953 4.088
C -5.487 3.138 5.011
B 1.162 -2.259 -1.069
H -3.733 2.011 -1.213
H -3.819 0.490 -4.979
H 3.142 -1.222 3.980
H 0.684 3.199 -1.842
H -2.016 -3.204 -4.411
H -6.745 3.092 2.553
H 2.968 -4.506 5.811
H 2.548 -2.654 6.737
H -3.038 0.187 -2.634
H 1.461 4.439 -0.860
H -5.159 -0.848 -3.364
H 1.857 -3.190 -1.370
H -7.687 2.206 3.763
H 1.746 -1.252 6.076
H -0.129 3.088 -4.931
H 3.154 2.857 -0.078
H 3.551 4.251 -2.069
H -1.053 6.159 3.259
H -2.647 -5.749 2.907
H -2.820 -0.880 -5.482
H -2.179 4.283 -3.594
H 0.097 3.553 3.883
H -1.692 0.727 5.164
H -2.251 -0.710 4.293
H -0.907 4.115 0.183
H -2.491 -3.907 6.205
H 0.690 3.052 -0.089
H -1.598 0.665 3.410
H 0.804 -2.682 6.527
H 4.731 0.757 -1.193
H -6.360 3.078 5.663
H -4.746 0.534 5.398
H 3.484 -2.719 3.120
H -3.829 -4.980 5.791
H -0.443 -3.969 5.173
H 0.583 0.532 -4.915
H 0.807 4.711 2.759
H -2.736 5.714 2.988
H -4.378 -1.892 -2.169
H -3.875 -2.174 4.992
H -4.596 3.079 5.639
H -1.821 4.986 4.325
H -4.886 0.185 2.057
H -5.701 -0.184 4.100
H -4.120 -2.280 3.245
H 1.424 -5.033 5.153
H 1.944 0.300 4.663
H 0.273 -4.025 -3.126
H -4.308 -2.303 -3.885
H 0.837 1.350 3.808
H -5.060 -3.311 4.335
H -4.322 -5.544 3.444
H -0.091 -1.130 5.306
H 3.878 -1.840 -1.370
H -3.675 3.668 -1.782
H -3.488 3.816 3.778
H 0.692 1.168 5.557
H -3.704 -4.576 2.110
H 0.711 -0.328 -3.398
H 2.913 2.986 -3.119
H -2.219 5.194 0.659
H -2.254 -3.021 1.460
H -5.505 4.116 4.526
H -2.173 -5.465 5.421
H -2.824 3.221 -0.315
H 1.531 -4.646 2.705
H 4.091 -2.484 4.763
H -2.064 0.595 -4.846
H -0.539 5.682 0.911
H 1.789 1.008 -3.729
H 4.417 2.722 -2.230
H -6.913 1.340 2.431
H 2.842 -4.893 4.109
H 0.577 3.028 2.267
H -6.512 0.673 5.411
H 1.513 -4.255 0.507
```

- frontier orbital gap (alpha / beta) (eV) = 7.1333 / 4.8395
- <S²> = 0.76
- multiplicity = 2
- E (eV) = -138546.87626
- molecular weight (g mol⁻¹) = 1113.22
- ΔE to the lowest compared entry with this formula, charge and spin (eV) = 0.000
- lowest unoccupied orbital energy (alpha / beta) (eV) = 0.2 / -2.1
- net charge = 0
- maximum force (hartree/bohr) = 0.0148